Entry from the Open Molecules 2025 dataset: a single C23H29N3O6S2 molecule (ωB97M-V/def2-TZVPD).

Structure (ORCA input):
```
! RIJCOSX wB97M-V def2-TZVPD def2/J DEFGRID3
* xyz 0 1
C 1.786 0.023 4.662
C 0.721 -0.641 3.805
O 1.178 -0.598 2.460
C 0.314 -0.852 1.453
C -0.965 -1.372 1.597
C -1.765 -1.567 0.481
C -1.287 -1.243 -0.769
S -2.343 -1.417 -2.199
O -3.372 -2.376 -1.902
O -2.750 -0.123 -2.661
N -1.244 -2.023 -3.315
C -0.931 -3.421 -3.115
C 0.281 -3.762 -3.986
O 0.038 -3.469 -5.340
C -0.288 -2.109 -5.522
C -1.526 -1.730 -4.707
C -0.012 -0.735 -0.945
C 0.796 -0.545 0.160
N 2.101 -0.047 0.081
C 2.616 0.746 -0.885
O 2.029 1.116 -1.880
C 4.056 1.157 -0.621
S 4.365 1.737 1.079
C 3.336 3.251 1.122
C 1.973 2.940 1.725
O 1.833 2.841 2.925
N 0.993 2.771 0.805
C -0.346 2.395 1.014
C -1.118 2.131 -0.112
C -2.432 1.729 0.032
C -2.981 1.591 1.294
C -2.222 1.865 2.426
C -2.826 1.725 3.792
C -0.903 2.270 2.280
H 1.468 0.035 5.700
H 2.725 -0.519 4.583
H 1.942 1.043 4.322
H 0.563 -1.684 4.109
H -0.227 -0.096 3.885
H -1.347 -1.619 2.574
H -2.761 -1.969 0.570
H -0.705 -3.569 -2.057
H -1.786 -4.055 -3.389
H 0.503 -4.829 -3.939
H 1.149 -3.187 -3.628
H -0.472 -1.981 -6.589
H 0.557 -1.477 -5.211
H -1.745 -0.666 -4.780
H -2.392 -2.307 -5.062
H 0.329 -0.479 -1.933
H 2.629 -0.134 0.945
H 4.351 1.931 -1.330
H 4.711 0.294 -0.746
H 3.865 3.934 1.786
H 3.290 3.661 0.115
H 1.233 2.856 -0.174
H -0.688 2.222 -1.099
H -3.015 1.504 -0.848
H -4.006 1.271 1.404
H -3.252 0.730 3.921
H -2.084 1.896 4.568
H -3.632 2.447 3.922
H -0.306 2.491 3.149
*
```

HOMO-LUMO gap ... 8.63 eV
HOMO level ... -8.23 eV
SMILES ... CCOc1ccc(S(=O)(=O)N2CCOCC2)cc1NC(=O)CSCC(=O)Nc1cccc(C)c1
Lowest unoccupied orbital energy ... 0.407 eV

Here are the Löwdin charges for atoms 1 to 2, given in e: C -0.05; C -0.23



Entry from the Open Molecules 2025 dataset: 2 unconnected molecules or ions with the total composition C2HClFNO3 (ωB97M-V/def2-TZVPD).

Structure (ORCA input):
```
! RIJCOSX wB97M-V def2-TZVPD def2/J DEFGRID3
* xyz 0 1
C 3.430 0.490 -0.058
C -0.784 0.611 0.023
N 0.256 1.347 -0.032
O 2.235 0.166 -0.331
O 3.784 1.624 0.158
O 0.661 2.427 0.029
F 4.291 -0.527 -0.180
Cl -2.310 1.515 0.012
H -0.896 -0.438 0.356
*
```

HOMO-LUMO gap (alpha / beta) ... 5.77 / 5.77 eV
HOMO level (alpha / beta) ... -9.71 / -9.72 eV
Lowest unoccupied orbital energy (alpha / beta) ... -3.944 / -3.942 eV

Here are the Löwdin charges for atoms 1 to 2, given in e: C -0.74; C -0.43



Entry from the Open Molecules 2025 dataset: a gas-phase ion, C4H4N (charge +1) (ωB97M-V/def2-TZVPD).

Structure (ORCA input):
```
! RIJCOSX wB97M-V def2-TZVPD def2/J DEFGRID3
* xyz 1 1
C 2.178 0.564 -0.442
N 1.198 0.775 -0.997
C 0.008 0.562 -0.840
C -0.736 -0.127 0.136
C -1.491 -0.809 1.027
H 3.059 0.495 0.154
H -0.814 0.828 -1.596
H -1.497 -1.847 0.643
H -1.904 -0.440 1.914
*
```

HOMO-LUMO gap ... 9.19 eV
HOMO level ... -14.99 eV
SMILES ... C#[N+]C=C=C
Lowest unoccupied orbital energy ... -5.805 eV

Here are the Löwdin charges for atoms 1 to 2, given in e: C 0.37; N 0.12



Let's list energy above the lowest of the compared OMol25 structures with the same formula, charge and spin in order: 11.52 49.04 41.20 kcal per mole.
Let's list DFT total energy in order: -2305.96058 -917.14992 -209.09888 a.u..
Let's list max |F| in order: 1.033 2.428 15.805 eV/Å.